1.
{
  "formula": "C33H38BN9O2PtS3",
  "method": "ωB97M-V/def2-TZVPD",
  "elements": ["Pt", "C", "C", "N", "N", "C", "B", "N", "C", "C", "C", "N", "N", "C", "C", "C", "N", "N", "C", "C", "C", "N", "H", "H", "H", "H", "H", "H", "H", "H", "H", "H", "H", "H", "C", "C", "S", "C", "C", "S", "C", "C", "S", "H", "H", "H", "H", "H", "H", "H", "H", "H", "H", "H", "H", "C", "C", "C", "C", "C", "C", "N", "C", "C", "C", "C", "C", "C", "C", "O", "O", "C", "C", "H", "H", "H", "H", "H", "H", "H", "H", "H", "H", "H", "H", "H", "H"],
  "xyz": [[-0.9626, -1.3012, 0.4144], [-2.3364, 1.5871, -2.2627], [-1.7917, 1.2650, -1.0313], [-1.9604, -0.0476, -0.8172], [-2.5562, -0.5896, -1.9003], [-2.8070, 0.3873, -2.7774], [-2.8942, -2.1305, -1.9868], [-1.5486, -2.8604, -2.1158], [-0.9734, -3.6342, -3.0455], [0.3395, -3.8780, -2.6700], [0.5089, -3.1999, -1.4792], [-0.6512, -2.6179, -1.1341], [-3.4732, -2.4796, -0.5762], [-4.7162, -2.9115, -0.3311], [-5.0439, -2.6305, 0.9806], [-3.9163, -2.0202, 1.4946], [-2.9369, -1.9918, 0.5798], [-3.8669, -2.3529, -3.0868], [-5.1472, -1.8743, -3.2046], [-5.5503, -2.0668, -4.4921], [-4.4354, -2.6589, -5.1270], [-3.4295, -2.8143, -4.2950], [-2.4055, 2.5613, -2.7135], [-1.3304, 1.8862, -0.2811], [-3.3190, 0.1665, -3.7009], [-1.5460, -3.9349, -3.9057], [1.0649, -4.4719, -3.1976], [1.3947, -3.0814, -0.8779], [-5.3034, -3.3533, -1.1182], [-5.9802, -2.8068, 1.4803], [-3.8126, -1.5599, 2.4544], [-5.6653, -1.4125, -2.3793], [-6.5055, -1.8199, -4.9216], [-4.3373, -2.9751, -6.1532], [-2.3144, -2.7618, 3.9779], [-1.9568, -1.2625, 3.9430], [-1.2674, -0.2048, 2.5236], [0.4503, -0.2064, 3.1410], [0.9683, -1.6229, 3.2371], [0.7756, -2.4537, 1.6241], [0.5846, -4.2013, 2.0730], [-0.7631, -4.6256, 2.6233], [-1.0879, -4.0427, 4.3178], [-2.8337, -3.0995, 3.0933], [-3.0435, -2.8318, 4.7890], [-1.2257, -1.0372, 4.7180], [-2.8486, -0.6886, 4.1968], [0.4474, 0.2792, 4.1172], [1.0067, 0.4049, 2.4409], [0.4413, -2.2224, 3.9739], [2.0350, -1.6434, 3.4645], [1.3754, -4.3364, 2.8161], [0.8713, -4.7686, 1.1872], [-0.8044, -5.7152, 2.6287], [-1.5720, -4.2805, 1.9778], [3.5977, 7.2332, 2.3178], [4.0832, 5.9838, 1.6429], [5.4589, 5.7295, 1.5623], [5.9747, 4.5905, 0.9255], [5.1243, 3.7007, 0.3424], [3.7198, 3.9412, 0.3875], [2.8542, 3.0590, -0.1625], [3.1010, 2.1040, -1.1596], [4.0565, 2.3561, -2.1420], [4.2902, 1.4335, -3.1475], [3.5603, 0.2564, -3.1991], [2.5793, 0.0163, -2.2508], [2.3249, 0.9239, -1.2265], [1.2108, 0.6600, -0.2726], [0.7189, -0.5526, -0.4004], [0.7407, 1.5071, 0.4764], [3.1923, 5.0926, 1.0619], [1.7249, 5.4032, 1.0886], [4.4131, 7.7470, 2.8207], [2.8264, 7.0181, 3.0578], [3.1658, 7.9240, 1.5902], [6.1443, 6.4316, 2.0200], [7.0411, 4.4131, 0.9216], [5.4960, 2.7871, -0.0967], [1.9065, 3.0375, 0.2024], [4.5857, 3.2983, -2.1462], [5.0316, 1.6498, -3.9047], [3.7354, -0.4590, -3.9903], [1.9875, -0.8856, -2.3091], [1.0904, 4.6613, 0.6093], [1.5396, 6.3512, 0.5788], [1.3802, 5.5309, 2.1157]],
  "spin_multiplicity": 2,
  "orbital_gap_ha": [0.226, 0.225],
  "total_charge": 3
}

2.
{
  "formula": "C18H43CoF6NO6S2Si2",
  "method": "ωB97M-V/def2-TZVPD",
  "elements": ["O", "O", "C", "C", "H", "H", "H", "H", "H", "C", "C", "H", "H", "H", "H", "H", "C", "C", "C", "H", "H", "H", "H", "H", "C", "H", "H", "H", "H", "H", "H", "Co", "C", "Si", "H", "H", "C", "C", "C", "C", "Si", "H", "H", "C", "C", "C", "H", "H", "H", "H", "H", "H", "H", "H", "H", "H", "H", "H", "H", "H", "H", "H", "H", "H", "F", "C", "F", "F", "S", "O", "O", "N", "S", "O", "O", "C", "F", "F", "F"],
  "xyz": [[-2.2114, 0.2578, -2.1804], [-2.5008, -1.9598, -1.5906], [-2.4829, 1.3782, -1.2514], [-2.1363, 2.7174, -1.8656], [-1.8772, 1.1955, -0.3465], [-3.5526, 1.3290, -1.0225], [-1.0836, 2.9623, -1.6904], [-2.6873, 3.4837, -1.3222], [-2.3811, 2.8743, -2.9260], [-0.9712, 0.3419, -3.0017], [-1.4624, 0.1364, -4.3906], [-0.2640, -0.4080, -2.6128], [-0.5898, 1.3415, -2.8374], [-2.0338, -0.8006, -4.4700], [-0.6076, 0.1360, -5.0635], [-2.1115, 0.9656, -4.7244], [-1.6907, -3.2329, -1.7276], [-3.9275, -2.1258, -1.3945], [-0.8645, -3.1946, -2.9780], [-2.4093, -4.0593, -1.7595], [-1.1073, -3.3230, -0.7945], [-1.4297, -2.8451, -3.8539], [-0.5046, -4.2045, -3.2134], [0.0020, -2.5467, -2.8195], [-4.6025, -2.2569, -2.7419], [-4.2140, -1.2256, -0.8350], [-4.0850, -3.0069, -0.7716], [-4.3114, -1.4239, -3.4016], [-5.6863, -2.2074, -2.6358], [-4.3327, -3.2234, -3.2034], [-2.4757, -0.7717, -1.9804], [1.6822, 0.2609, 1.3305], [0.1767, -0.6767, 0.9489], [-1.0630, -1.4009, 2.2036], [0.4440, -1.4620, 0.2326], [-0.4090, 0.0489, 0.3575], [-2.6082, -0.3189, 2.2590], [-0.0328, -1.4720, 3.7574], [-1.6841, -3.1132, 1.7636], [0.7655, 1.7414, 2.1418], [2.1616, 2.1958, 3.3114], [-0.1711, 1.4099, 2.6302], [0.5377, 2.5384, 1.3995], [1.9812, 1.2679, 4.9418], [1.9429, 4.0406, 3.5815], [3.8839, 1.8287, 2.6475], [-1.9777, -3.6337, 2.6855], [-0.8986, -3.7086, 1.2875], [-2.5509, -3.1229, 1.0931], [-2.3996, 0.6748, 2.6698], [-3.3695, -0.7732, 2.9044], [-3.0926, -0.1801, 1.2834], [0.4354, -0.5097, 3.9905], [0.7653, -2.2114, 3.5858], [-0.6835, -1.7937, 4.5801], [0.8735, 4.2798, 3.6645], [2.3637, 4.6092, 2.7416], [2.4342, 4.3996, 4.4942], [3.9850, 2.1241, 1.5918], [4.1291, 0.7573, 2.7471], [4.6085, 2.4093, 3.2368], [2.3943, 1.8516, 5.7767], [2.5346, 0.3188, 4.9225], [0.9310, 1.0573, 5.1798], [3.0956, 4.0264, -2.3314], [3.5107, 3.0637, -1.4793], [4.7259, 2.6153, -1.8519], [3.5884, 3.5934, -0.2288], [2.2887, 1.6459, -1.5090], [1.0190, 2.2429, -1.0854], [2.4001, 1.0033, -2.7677], [2.8471, 0.7163, -0.2129], [3.0366, -0.9033, -0.4733], [2.9728, -1.3196, 0.9675], [2.1711, -1.5483, -1.4088], [4.8886, -1.1674, -0.9550], [5.1181, -0.6904, -2.1930], [5.6791, -0.5316, -0.0744], [5.1614, -2.4872, -0.9322]],
  "spin_multiplicity": 4,
  "orbital_gap_ha": [0.187, 0.265]
}

3.
{
  "formula": "C30H77ClN5O15",
  "method": "ωB97M-V/def2-TZVPD",
  "elements": ["Cl", "O", "O", "O", "O", "C", "O", "C", "C", "N", "C", "C", "O", "C", "H", "H", "H", "H", "H", "H", "H", "H", "H", "H", "H", "H", "H", "H", "H", "C", "O", "C", "C", "N", "C", "C", "O", "C", "H", "H", "H", "H", "H", "H", "H", "H", "H", "H", "H", "H", "H", "H", "H", "C", "O", "C", "C", "N", "C", "C", "O", "C", "H", "H", "H", "H", "H", "H", "H", "H", "H", "H", "H", "H", "H", "H", "H", "C", "O", "C", "C", "N", "C", "C", "O", "C", "H", "H", "H", "H", "H", "H", "H", "H", "H", "H", "H", "H", "H", "H", "H", "C", "O", "C", "C", "N", "C", "C", "O", "C", "H", "H", "H", "H", "H", "H", "H", "H", "H", "H", "H", "H", "H", "H", "H", "O", "H", "H"],
  "xyz": [[0.9462, -1.0212, -0.6528], [1.0406, -2.4354, -0.2953], [0.8685, -0.2650, 0.5422], [1.9817, -0.6726, -1.5587], [-0.3348, -0.8047, -1.2758], [3.4357, -4.2600, 0.9204], [4.3031, -3.4749, 0.0458], [3.6705, -3.1108, -1.2011], [4.4276, -2.1889, -2.1464], [4.6592, -0.8718, -1.4924], [5.7049, -0.8663, -0.4451], [5.5762, 0.3737, 0.4974], [4.2471, 0.8278, 0.8953], [3.4788, -0.2014, 1.6686], [3.0331, -5.1475, 0.4321], [2.5034, -3.7083, 1.0410], [3.7751, -4.5953, 1.9004], [2.6006, -2.9095, -1.1467], [3.9034, -4.0531, -1.6970], [3.8298, -2.1582, -3.0573], [5.3096, -2.6516, -2.5894], [3.8538, -0.3018, -1.2770], [6.7029, -0.8276, -0.8818], [5.6108, -1.7985, 0.1120], [6.0516, 1.2271, 0.0141], [6.1459, 0.1877, 1.4079], [2.5197, 0.2609, 1.9021], [3.8454, -0.4915, 2.6532], [3.2923, -1.1344, 1.1368], [-4.1418, -0.9701, 0.0359], [-3.8821, -1.6693, -1.2040], [-2.5939, -1.4026, -1.7782], [-2.5353, -2.0406, -3.2205], [-3.5615, -1.5498, -4.1494], [-3.9142, -2.2094, -5.3727], [-4.3135, -3.7232, -5.1984], [-5.0594, -4.0658, -4.0703], [-5.7475, -5.2718, -4.1787], [-3.3932, -1.0887, 0.8194], [-5.0121, -1.3213, 0.5902], [-4.2048, 0.0977, -0.1738], [-1.6993, -1.7006, -1.2313], [-2.5044, -0.3169, -1.8144], [-2.3659, -3.1171, -3.2435], [-1.6189, -1.6757, -3.6841], [-4.3594, -1.3128, -3.5772], [-2.9689, -2.1771, -5.9143], [-4.6973, -1.7785, -5.9965], [-3.4675, -4.4083, -5.1434], [-4.7460, -4.0631, -6.1395], [-6.7917, -5.2787, -4.4915], [-5.9190, -5.7909, -3.2357], [-5.2189, -5.9932, -4.8018], [-0.6151, -0.3768, -4.9043], [-1.9301, 0.1426, -4.8777], [-2.3822, 0.7177, -3.6754], [-1.7956, 2.1303, -3.3824], [-0.4317, 2.3997, -2.9151], [-0.4106, 2.0352, -1.5000], [0.9884, 2.3151, -0.8644], [1.3493, 3.6982, -0.7239], [2.2533, 4.1327, -1.7424], [-0.3105, -0.5910, -5.9287], [-0.5334, -1.2997, -4.3303], [0.0375, 0.3692, -4.4507], [-2.0767, 0.0684, -2.8549], [-3.4712, 0.6705, -3.6750], [-2.5755, 2.6595, -2.8349], [-1.8399, 2.5999, -4.3650], [0.0696, 1.6637, -3.3917], [-0.6198, 0.9853, -1.2951], [-1.2601, 2.5407, -1.0408], [1.6726, 1.6934, -1.4418], [1.0362, 1.9438, 0.1593], [2.7963, 5.0431, -1.4883], [1.5553, 4.3860, -2.5404], [2.9089, 3.3230, -2.0627], [-4.4992, 4.9094, 2.7690], [-3.5364, 3.9775, 2.1919], [-2.6583, 4.3459, 1.0663], [-1.5817, 3.3189, 0.9865], [-2.1055, 2.1420, 0.4503], [-1.2352, 0.9841, 0.4979], [-1.0338, 0.3440, 1.8983], [-2.2476, -0.4142, 2.2623], [-2.2893, -0.3787, 3.7233], [-5.1441, 4.3079, 3.4096], [-5.2092, 5.3744, 2.0851], [-4.1082, 5.6259, 3.4913], [-1.9799, 5.1496, 1.3523], [-3.1537, 4.5887, 0.1262], [-0.9975, 3.1831, 1.8966], [-0.8422, 3.6059, 0.2390], [-2.9544, 1.9364, 0.9575], [-0.2823, 1.0968, -0.0193], [-1.6292, 0.1429, -0.0724], [-0.7434, 1.1494, 2.5729], [-0.1117, -0.2368, 1.9195], [-3.0936, -1.0551, 4.0125], [-2.5175, 0.5918, 4.1640], [-1.3339, -0.7400, 4.1036], [2.0833, 3.8451, 4.5526], [1.2465, 3.6930, 3.4130], [1.7850, 2.9539, 2.3013], [1.4752, 1.4766, 2.3616], [2.0911, 0.6204, 3.3984], [1.6560, -0.7391, 3.6029], [2.4492, -1.4690, 4.7614], [2.7760, -0.7918, 5.9357], [3.3280, -1.6893, 6.8959], [2.8423, 4.5465, 4.2059], [2.4058, 2.8458, 4.8448], [1.5796, 4.2740, 5.4189], [2.8248, 3.2303, 2.1264], [1.3361, 3.4747, 1.4555], [1.6309, 1.0220, 1.3833], [0.3912, 1.5590, 2.4408], [3.0792, 0.8049, 3.4965], [1.5957, -1.3148, 2.6793], [0.6118, -0.5903, 3.8776], [3.4534, -1.6265, 4.3678], [1.9079, -2.4080, 4.8768], [4.2913, -2.0591, 6.5447], [2.5887, -2.4645, 7.0972], [3.4961, -1.1880, 7.8491], [-1.5698, -2.1348, 0.6611], [-2.0318, -1.3245, 0.8759], [-0.7160, -1.8462, 0.3389]],
  "spin_multiplicity": 1,
  "orbital_gap_ha": 0.283,
  "total_charge": -1
}

4.
{
  "formula": "C33H73O3P2",
  "method": "ωB97M-V/def2-TZVPD",
  "elements": ["C", "C", "C", "C", "P", "C", "C", "C", "C", "C", "C", "C", "C", "C", "C", "C", "C", "H", "H", "H", "H", "H", "H", "H", "H", "H", "H", "H", "H", "H", "H", "H", "H", "H", "H", "H", "H", "H", "H", "H", "H", "H", "H", "H", "H", "H", "H", "H", "H", "H", "H", "H", "H", "C", "C", "C", "C", "P", "C", "C", "C", "C", "C", "C", "C", "C", "C", "C", "C", "C", "H", "H", "H", "H", "H", "H", "H", "H", "H", "H", "H", "H", "H", "H", "H", "H", "H", "H", "H", "H", "H", "H", "H", "H", "H", "H", "H", "H", "H", "H", "H", "H", "H", "H", "H", "H", "O", "C", "O", "O", "H"],
  "xyz": [[-5.6708, -0.5869, -6.6485], [-5.8686, -0.1441, -5.2317], [-4.7570, -0.0892, -4.2123], [-4.1952, -1.4871, -3.9482], [-2.8940, -1.4812, -2.6182], [-2.0043, -3.1234, -2.6766], [-2.7998, -4.4103, -2.2806], [-3.6416, -5.0732, -3.4631], [-2.7402, -5.4611, -4.7007], [-3.6023, -1.1540, -0.9672], [-4.7709, -0.1305, -0.8391], [-5.3076, -0.1340, 0.6180], [-6.6773, 0.4982, 0.7899], [-1.6603, -0.1243, -2.8221], [-2.0020, 1.2805, -2.3370], [-0.8881, 2.2378, -2.5501], [-1.2190, 3.6634, -2.1561], [-5.1275, 0.2162, -7.1466], [-6.6481, -0.6156, -7.1304], [-5.0766, -1.4987, -6.7098], [-6.6534, -0.7316, -4.7552], [-6.1433, 0.9092, -5.2874], [-4.9675, 0.5036, -3.3221], [-3.9673, 0.4613, -4.7236], [-3.7111, -1.9225, -4.8224], [-4.9413, -2.1999, -3.5969], [-1.1796, -2.9035, -1.9987], [-1.5854, -3.1623, -3.6821], [-3.3957, -4.2892, -1.3760], [-2.0409, -5.1569, -2.0470], [-4.3262, -4.3346, -3.8800], [-4.1711, -5.9567, -3.1063], [-2.2630, -4.5928, -5.1552], [-3.5189, -5.8067, -5.3806], [-1.9666, -6.2219, -4.5971], [-2.8539, -0.8851, -0.2218], [-4.0801, -2.1087, -0.7471], [-5.6144, -0.3408, -1.4966], [-4.5714, 0.8683, -1.2273], [-4.5846, 0.3290, 1.2895], [-5.4271, -1.1629, 0.9574], [-6.6835, 1.5522, 0.5118], [-7.0022, 0.4732, 1.8300], [-7.3707, -0.0730, 0.1727], [-1.5641, -0.0432, -3.9048], [-0.7631, -0.5704, -2.3931], [-2.3179, 1.1977, -1.2971], [-2.8659, 1.7167, -2.8385], [-0.4171, 2.2609, -3.5329], [-0.1502, 1.9505, -1.8012], [-0.2836, 4.1369, -1.8578], [-1.7357, 3.6963, -1.1969], [-1.7200, 4.3058, -2.8804], [3.7222, -3.9693, 0.1513], [4.5974, -2.9788, 0.8837], [4.0169, -1.5663, 1.1563], [5.0444, -0.6121, 1.8083], [4.3078, 0.9795, 2.3631], [2.8180, 0.5685, 3.3919], [3.1402, -0.4720, 4.5138], [1.9451, -1.1074, 5.1500], [0.9616, -0.1186, 5.7746], [5.3702, 1.9882, 3.4878], [4.7918, 3.2961, 4.0508], [4.9962, 3.3202, 5.5483], [4.9480, 4.7850, 6.1097], [3.7781, 1.9780, 0.9571], [2.6876, 3.0648, 1.1338], [2.1304, 3.4961, -0.2701], [3.0748, 4.1211, -1.1961], [2.8599, -4.4172, 0.6453], [4.1980, -4.8758, -0.2226], [3.2245, -3.3894, -0.6260], [5.4847, -2.8971, 0.2559], [4.9187, -3.3684, 1.8497], [3.1966, -1.6375, 1.8705], [3.6787, -1.2252, 0.1778], [5.8755, -0.3310, 1.1614], [5.5225, -1.0960, 2.6600], [2.1803, 0.1581, 2.6089], [2.4319, 1.5480, 3.6739], [3.5916, 0.0197, 5.3755], [3.8566, -1.2489, 4.2465], [2.3546, -1.7399, 5.9377], [1.3365, -1.7647, 4.5289], [0.5415, 0.5098, 4.9893], [1.5241, 0.4571, 6.5096], [0.1219, -0.5549, 6.3155], [6.3103, 2.1745, 2.9686], [5.5180, 1.3078, 4.3264], [3.7239, 3.2878, 3.8326], [5.2718, 4.1806, 3.6320], [5.9911, 2.9255, 5.7546], [4.2799, 2.6425, 6.0127], [3.9305, 5.1517, 5.9743], [5.6702, 5.4462, 5.6309], [5.1510, 4.8533, 7.1784], [3.4050, 1.2196, 0.2689], [4.6133, 2.4771, 0.4657], [2.8780, 4.0129, 1.6368], [1.9165, 2.7612, 1.8419], [1.3263, 4.2173, -0.1240], [1.5040, 2.6652, -0.5947], [3.4911, 5.0024, -0.7082], [2.6362, 4.4780, -2.1279], [3.8719, 3.4449, -1.5053], [0.6951, -1.6794, 1.7902], [0.4305, -1.2882, 0.5972], [-0.4684, -1.8737, 0.0007], [0.9281, -0.2449, 0.0673], [0.0852, -2.3629, 1.5033]],
  "spin_multiplicity": 2,
  "orbital_gap_ha": [0.409, 0.224],
  "total_charge": 2
}

Taking the records one at a time from the top gives strongest force on any atom values of 0.866; 5.127; 4.482; 4.300 eV/A.